{
  "formula": "C12H33N3O11S2Sr",
  "method": "ωB97M-V/def2-TZVPD",
  "multiplicity": 2,
  "energy_ha": -2295.9137,
  "s2": 0.750,
  "total_charge": -3,
  "elements": ["Sr", "S", "O", "O", "O", "O", "S", "O", "O", "O", "O", "C", "C", "C", "O", "C", "N", "H", "H", "H", "H", "H", "H", "H", "H", "H", "H", "H", "C", "C", "C", "O", "C", "N", "H", "H", "H", "H", "H", "H", "H", "H", "H", "H", "H", "C", "C", "C", "O", "C", "N", "H", "H", "H", "H", "H", "H", "H", "H", "H", "H", "H"],
  "xyz": [[4.454, 27.434, -18.739], [6.573, 29.508, -16.643], [7.202, 30.836, -16.834], [7.609, 28.583, -16.578], [5.845, 29.319, -15.402], [5.735, 29.218, -17.754], [6.129, 25.110, -17.874], [6.647, 24.085, -18.799], [6.639, 24.984, -16.534], [6.568, 26.421, -18.301], [4.647, 25.236, -17.884], [4.204, 27.299, -23.016], [5.092, 26.514, -22.079], [6.130, 27.432, -21.421], [5.713, 28.490, -20.672], [6.545, 29.711, -20.627], [4.312, 25.873, -21.007], [4.865, 27.722, -23.773], [3.618, 28.035, -22.464], [3.455, 26.652, -23.472], [5.575, 25.757, -22.696], [6.880, 27.654, -22.180], [6.809, 26.877, -20.774], [7.422, 29.534, -20.004], [6.084, 30.545, -20.098], [6.909, 30.122, -21.568], [4.820, 25.061, -20.687], [3.478, 25.459, -21.398], [0.518, 26.571, -20.912], [0.618, 27.450, -19.688], [-0.548, 27.469, -18.726], [-0.627, 26.285, -17.928], [-1.704, 26.266, -16.983], [1.875, 27.022, -19.071], [-0.293, 26.827, -21.593], [0.344, 25.600, -20.448], [1.406, 26.306, -21.487], [0.714, 28.459, -20.091], [-1.481, 27.679, -19.249], [-0.321, 28.306, -18.065], [-1.676, 25.365, -16.370], [-2.686, 26.398, -17.436], [-1.555, 27.117, -16.319], [1.654, 26.108, -18.703], [1.638, 27.581, -18.264], [2.681, 29.047, -14.391], [2.616, 28.602, -15.841], [2.502, 29.763, -16.773], [2.674, 29.378, -18.207], [2.855, 30.516, -19.128], [3.763, 27.748, -16.082], [2.310, 28.317, -13.672], [1.938, 29.842, -14.333], [3.704, 29.361, -14.184], [1.726, 27.981, -15.947], [3.239, 30.510, -16.478], [1.596, 30.286, -16.467], [2.138, 31.311, -18.925], [2.608, 30.175, -20.134], [3.853, 30.939, -19.238], [3.766, 27.034, -15.367], [4.517, 28.369, -15.828]],
  "lowdin_spin": [0.082, 0.000, 0.000, 0.000, 0.000, 0.000, 0.001, 0.000, 0.000, 0.001, 0.001, 0.025, 0.001, 0.000, 0.001, 0.002, 0.001, 0.003, 0.006, 0.010, 0.000, 0.000, 0.000, 0.000, 0.000, 0.001, 0.000, 0.003, 0.067, 0.013, 0.093, 0.044, 0.254, 0.001, 0.036, 0.008, 0.003, 0.014, 0.058, 0.021, 0.032, 0.081, 0.047, 0.000, 0.000, 0.009, 0.003, 0.007, 0.010, 0.018, 0.000, 0.004, 0.004, 0.000, 0.003, 0.000, 0.011, 0.010, 0.008, 0.001, 0.000, 0.000]
}